Entry 1:
This record from the Open Molecules 2025 dataset describes a 7-piece molecular cluster, C39H83N4O9 overall. The level of theory is the ωB97M-V functional and the def2-TZVPD basis.

Last column: Löwdin charge in e.
Element x y z (Å)
C -7.76784 -0.19814 2.93294  -0.117
C -7.04734 -1.40292 3.44557  -0.285
C -5.65421 -1.75867 2.95625  -0.184
C -4.57811 -0.88571 3.55740  -0.113
N -3.21190 -1.46244 3.35342  -0.221
C -3.04357 -2.74026 4.14051  -0.103
C -2.90534 -2.25909 5.54148  -0.135
C -2.05539 -0.92900 5.44585  -0.118
C -2.13217 -0.51979 3.99472  -0.060
C -2.95306 -1.66183 1.90462  0.019
H -8.78320 -0.04799 3.37164  0.094
H -7.90596 -0.27097 1.85043  0.077
H -7.14245 0.68988 3.07237  0.071
H -7.79766 -2.18603 3.31342  0.109
H -7.02973 -1.37993 4.56486  0.121
H -5.67434 -1.64470 1.85778  0.127
H -5.51534 -2.82097 3.13382  0.107
H -4.76689 -0.84104 4.60266  0.116
H -4.62658 0.10161 3.16176  0.136
H -2.09289 -3.25982 3.86459  0.136
H -3.87223 -3.38039 3.87113  0.120
H -2.45903 -3.06472 6.13647  0.119
H -3.83272 -1.98770 6.11053  0.120
H -1.04671 -1.11105 5.79593  0.097
H -2.42539 -0.16179 6.09353  0.104
H -1.21241 -0.86449 3.55331  0.082
H -2.38549 0.52473 3.82331  0.137
H -1.91718 -1.82301 1.72364  0.072
H -3.17762 -0.80991 1.26007  0.109
H -3.52598 -2.53766 1.60534  0.111
C 5.93396 0.17690 0.31004  -0.092
C 5.00821 0.28805 1.55212  -0.250
C 3.50241 0.24391 1.19085  -0.161
C 2.72927 0.79057 2.44736  -0.067
N 1.26557 1.24389 2.23936  -0.213
C 1.20677 2.62471 1.67642  -0.112
C 1.30260 3.57374 2.86669  -0.116
C 1.18868 2.66321 4.13918  -0.168
C 0.51495 1.47996 3.60080  -0.095
C 0.53234 0.26316 1.37884  0.011
H 6.93516 0.15037 0.68637  0.059
H 5.72298 0.96669 -0.50483  0.105
H 5.72270 -0.80389 -0.13650  0.045
H 5.16996 1.17697 2.17808  0.109
H 5.21884 -0.58347 2.11984  0.096
H 3.15228 -0.76097 0.87503  0.116
H 3.40953 0.92440 0.35494  0.098
H 3.25777 1.63658 2.86940  0.116
H 2.59033 0.02287 3.17286  0.113
H 0.29777 2.74198 1.06149  0.117
H 1.98360 2.63891 0.98386  0.103
H 0.55338 4.40611 2.82007  0.132
H 2.25966 4.11422 2.87566  0.111
H 0.45468 3.10370 4.87446  0.140
H 2.14239 2.53907 4.66896  0.118
H -0.40604 1.96155 3.25482  0.143
H 0.56919 0.65799 4.23586  0.090
H 1.08145 0.29073 0.38985  0.120
H -0.45243 0.62001 1.18675  0.044
H 0.56494 -0.73970 1.73493  0.076
C 6.26335 -2.96082 -3.79119  -0.065
C 5.06351 -2.58648 -2.80471  -0.246
C 4.10150 -3.70011 -2.47432  -0.229
C 2.95908 -3.23600 -1.60623  -0.105
N 1.74143 -4.19334 -1.71720  -0.242
C 2.06385 -5.69014 -1.63487  -0.081
C 0.85192 -6.35375 -2.34699  -0.135
C 0.67261 -5.43560 -3.55662  -0.148
C 1.08670 -4.03498 -3.07939  -0.101
C 0.79730 -3.78206 -0.58569  0.038
H 6.73955 -2.12265 -4.25672  0.058
H 5.89414 -3.65084 -4.52915  0.057
H 7.01178 -3.47649 -3.15850  0.078
H 4.48936 -1.72466 -3.18437  0.114
H 5.46156 -2.15171 -1.88047  0.083
H 4.67767 -4.57278 -2.00800  0.143
H 3.70675 -4.11613 -3.47051  0.132
H 2.53495 -2.31124 -1.93524  0.107
H 3.20800 -3.19151 -0.52524  0.139
H 2.19174 -5.98980 -0.57541  0.146
H 2.97824 -5.75088 -2.24747  0.112
H -0.02299 -6.41431 -1.71351  0.103
H 1.19071 -7.36047 -2.70053  0.132
H -0.33142 -5.40967 -4.00201  0.123
H 1.27323 -5.66972 -4.41146  0.104
H 0.21361 -3.38168 -3.10128  0.124
H 1.83507 -3.69910 -3.76928  0.111
H 0.00132 -4.60770 -0.51633  0.126
H 0.32793 -2.89195 -0.94161  0.053
H 1.37746 -3.78532 0.39131  0.122
C 2.36026 6.90680 -4.53532  -0.105
C 0.91544 6.86535 -3.98216  -0.223
C 0.68633 5.44999 -3.37795  -0.199
C 0.13252 4.44573 -4.35292  -0.153
N -0.53988 3.28396 -3.67621  -0.252
C -1.11050 2.42396 -4.72520  -0.117
C -2.59346 2.82218 -4.86079  -0.126
C -2.96824 3.06068 -3.40071  -0.159
C -1.74590 3.76950 -2.90726  -0.121
C 0.39697 2.52292 -2.76681  0.051
H 2.48581 6.11837 -5.25883  0.064
H 3.05869 6.74692 -3.66580  0.088
H 2.60555 7.90441 -4.88862  0.067
H 0.21630 7.00413 -4.80374  0.099
H 0.70323 7.61067 -3.19052  0.115
H 0.04796 5.53998 -2.52072  0.099
H 1.61317 4.91798 -2.93292  0.139
H 0.90937 3.95491 -5.00407  0.146
H -0.54308 4.86254 -5.08772  0.129
H -0.93292 1.42227 -4.35356  0.098
H -0.47557 2.56129 -5.62444  0.139
H -3.21072 2.01218 -5.33754  0.136
H -2.76164 3.72854 -5.44086  0.107
H -3.11642 2.08211 -2.94842  0.110
H -3.82582 3.73113 -3.11831  0.142
H -1.63063 3.62724 -1.82677  0.098
H -1.95124 4.83132 -3.12382  0.143
H 1.32397 2.43892 -3.29061  0.103
H -0.13077 1.57285 -2.49776  0.083
H 0.57794 3.20869 -1.99191  0.073
O -3.55204 2.94520 1.07192  0.064
C -2.29066 2.78859 0.52499  -0.781
O -1.68916 3.79312 0.16734  -0.015
O -1.96442 1.56386 0.49645  -0.074
H -3.88672 3.79026 0.88712  0.063
O 0.02126 -3.46407 4.88344  0.031
C 0.45948 -2.46974 3.99963  -0.808
O 1.06074 -1.49417 4.49776  -0.036
O 0.04972 -2.71992 2.84924  -0.046
H 0.44202 -3.09816 5.67771  0.100
O -1.21042 -0.84256 -0.81946  0.039
C -0.63476 -0.61778 -2.05859  -0.720
O -1.20362 0.25989 -2.80356  -0.087
O 0.41709 -1.24642 -2.30081  -0.039
H -1.74928 -0.08214 -0.59085  0.047

The relative energy (zero: lowest compared OMol25 entry of this formula, charge and spin) comes out at 0.0 kcal/mol. The calculation puts the HOMO energy at -0.3854 hartree. The total charge is +1. Its spin multiplicity is 1.

Entry 2:
This record from the Open Molecules 2025 dataset describes a 12-piece molecular cluster, C39H84O12 overall. The level of theory is the ωB97M-V functional and the def2-TZVPD basis.

Last column: Löwdin charge in e.
Element x y z (Å)
C 10.39577 8.14658 7.49036  -0.153
C 9.94638 9.01525 8.65232  -0.181
C 10.47852 8.30064 9.84442  -0.232
O 11.72461 7.73057 9.45052  -0.152
C 11.55888 7.32075 8.08405  -0.186
H 10.73458 8.76514 6.65523  0.109
H 9.65450 7.52227 7.08056  0.089
H 8.88427 9.15933 8.72906  0.107
H 10.41069 10.01461 8.62898  0.118
H 9.81809 7.43358 10.07505  0.127
H 10.62901 8.86300 10.78893  0.123
H 11.33460 6.25126 8.12897  0.111
H 12.47941 7.38641 7.48481  0.118
C 12.81130 13.00724 19.08085  -0.162
C 11.48170 12.74113 19.76387  -0.163
C 10.48772 13.49619 18.88796  -0.227
O 11.23247 14.50973 18.25349  -0.148
C 12.64048 14.35848 18.48031  -0.186
H 12.96707 12.33018 18.23287  0.106
H 13.65865 12.89894 19.75032  0.119
H 11.47086 13.13417 20.80661  0.125
H 11.16935 11.73088 19.88455  0.084
H 9.59997 13.94397 19.46928  0.141
H 10.01195 12.81701 18.15040  0.099
H 12.95763 15.16528 19.17949  0.136
H 13.08273 14.51603 17.54651  0.078
C 10.37092 9.56924 17.35412  -0.137
C 9.08297 9.95420 18.16083  -0.130
C 8.04668 10.30150 17.06465  -0.161
O 8.79235 10.42320 15.81617  -0.166
C 9.89427 9.52254 15.92404  -0.210
H 10.84380 8.64130 17.63495  0.112
H 11.07184 10.37358 17.36205  0.081
H 9.22305 10.68668 18.95517  0.088
H 8.69377 9.12365 18.67054  0.081
H 7.52805 11.23371 17.25921  0.106
H 7.29454 9.51835 16.92487  0.116
H 10.72215 9.74146 15.28455  0.088
H 9.43680 8.55966 15.69092  0.126
C 17.25100 11.84006 6.71821  -0.159
C 16.54850 11.97360 8.05022  -0.186
C 17.06391 10.82548 8.90250  -0.213
O 17.58310 9.84097 8.02428  -0.134
C 17.46823 10.32611 6.71174  -0.233
H 18.19226 12.36316 6.67258  0.104
H 16.57886 12.17369 5.89730  0.123
H 15.46263 11.89950 7.90277  0.118
H 16.72587 12.92328 8.50170  0.099
H 16.29482 10.31969 9.62508  0.143
H 17.89739 11.21440 9.56199  0.109
H 16.63680 9.87473 6.19371  0.105
H 18.38727 9.97480 6.16460  0.132
C 15.04818 9.48838 13.97146  -0.187
C 15.42893 9.05866 15.33288  -0.171
C 14.04914 8.88186 16.09093  -0.116
O 13.20158 8.38436 14.96321  -0.177
C 13.80057 8.69391 13.71014  -0.211
H 15.91298 9.33161 13.28569  0.129
H 14.81280 10.54744 13.93172  0.088
H 16.02339 9.77635 15.89671  0.082
H 15.96524 8.05751 15.37616  0.141
H 13.53479 9.77414 16.45734  0.093
H 13.99079 8.19951 16.94477  0.111
H 13.01284 9.22663 13.21314  0.094
H 13.84754 7.75160 13.12690  0.130
C 16.64122 12.56368 15.10312  -0.151
C 17.85138 13.45215 15.34177  -0.146
C 17.32264 14.44985 16.37699  -0.202
O 16.35788 13.77444 17.17299  -0.150
C 15.71070 12.78335 16.36627  -0.162
H 16.90809 11.48152 14.93246  0.084
H 16.13520 12.92630 14.23465  0.085
H 18.24667 13.97061 14.47720  0.118
H 18.60281 12.84270 15.89011  0.108
H 16.82612 15.27016 15.88983  0.102
H 18.06319 14.87858 17.02841  0.116
H 14.71688 13.10351 16.04277  0.098
H 15.72614 11.91396 17.03329  0.111
C 7.65893 13.66275 14.98099  -0.159
C 8.10729 14.73161 15.91673  -0.185
C 9.48324 15.13478 15.38756  -0.178
O 9.36719 14.97477 13.96306  -0.150
C 8.22222 14.20366 13.67015  -0.216
H 6.54386 13.47086 15.06885  0.140
H 8.19363 12.74302 15.23444  0.092
H 8.23976 14.38192 16.95608  0.107
H 7.44641 15.59844 15.98837  0.117
H 10.23256 14.52024 15.82304  0.079
H 9.63753 16.16963 15.63796  0.118
H 8.43787 13.38093 13.00040  0.098
H 7.53877 14.86762 13.11767  0.124
C 19.34619 10.19554 13.67986  -0.127
C 18.73092 11.05102 12.47929  -0.141
C 19.96949 11.84956 12.15427  -0.255
O 20.44278 12.25188 13.40488  -0.148
C 20.41978 11.12550 14.30889  -0.170
H 19.83699 9.31370 13.39136  0.085
H 18.52719 9.98067 14.37008  0.084
H 17.84678 11.69597 12.75815  0.111
H 18.38257 10.35612 11.70280  0.093
H 19.91125 12.69217 11.45680  0.123
H 20.71012 11.22622 11.62426  0.124
H 20.04049 11.48132 15.28562  0.093
H 21.40651 10.70252 14.55824  0.118
C 11.18352 12.49464 12.55802  -0.116
C 12.30345 12.18669 11.50461  -0.124
C 13.55110 12.64616 12.21553  -0.174
O 13.25941 12.81752 13.62501  -0.203
C 11.91800 12.34414 13.93316  -0.125
H 10.32960 11.84366 12.41781  0.099
H 10.73108 13.49686 12.64086  0.089
H 12.19371 12.87555 10.64378  0.115
H 12.27981 11.15830 11.19593  0.093
H 13.82463 13.63439 11.92286  0.100
H 14.36493 11.93014 12.12970  0.112
H 11.44861 13.02633 14.64441  0.106
H 11.99072 11.34719 14.33854  0.091
C 13.87790 16.19954 14.97890  -0.114
O 14.19141 15.35308 13.87231  -0.112
H 14.47902 17.11715 14.91563  0.091
H 12.86494 16.54489 15.07375  0.076
H 14.23496 15.82130 15.92161  0.054
H 13.65706 14.59044 13.88948  0.008
C 12.01261 16.41148 11.45965  -0.133
O 13.31529 16.95529 11.63993  -0.163
H 12.10699 15.45074 10.97356  0.066
H 11.49227 16.33049 12.41770  0.074
H 11.47349 17.18360 10.89870  0.093
H 13.77622 16.29340 12.23162  0.071
C 14.97822 16.63243 8.39615  -0.147
O 14.22906 15.73023 9.27860  -0.178
H 14.32435 17.52674 8.14499  0.088
H 15.87679 17.08913 8.91671  0.080
H 15.38170 16.06442 7.53992  0.067
H 13.92377 16.28783 10.02791  0.016

The relative energy (zero: lowest compared OMol25 entry of this formula, charge and spin) comes out at 0.0 kcal/mol. The calculation puts the HOMO energy at -0.3440 hartree. The total charge is 0. Its spin multiplicity is 1.